20
Properties=species:S:1:pos:R:3:forces:R:3 method="wB97M-V/def2-TZVPD" energy_ha=-419.5910 orbital_gap_ev="7.66 / 7.66" lumo_ev="-5.16 / -5.16" total_charge=+1
C 1.908 0.999 -0.623 1.6 1.2 -1.5
C -1.293 -0.672 0.503 -1.0 0.7 0.0
C -2.129 -1.763 0.502 3.3 0.8 -2.4
C -0.192 -0.208 -0.346 1.0 -1.5 -0.7
C 2.090 2.517 -0.726 -1.0 -1.2 1.7
C -3.253 -1.914 1.359 -1.4 0.3 1.6
N 2.771 0.164 -1.197 -0.2 1.3 0.3
N 0.776 0.559 0.103 -0.8 0.9 2.0
O 2.648 -1.057 -1.333 -0.1 -0.7 0.2
H -1.636 0.082 1.219 0.6 0.1 0.1
H -1.886 -2.545 -0.218 -0.2 -0.1 0.1
H 0.056 -0.489 -1.421 -0.9 -0.2 1.5
H 1.214 2.971 -1.208 0.0 -0.1 0.6
H 2.918 2.897 -1.255 1.2 -0.3 -0.8
H 2.260 2.816 0.324 -0.5 0.6 -0.4
H -3.456 -0.922 1.856 -0.4 -1.2 -0.4
H -4.084 -2.358 0.783 0.0 0.6 0.3
H -3.086 -2.682 2.137 0.2 0.3 -0.2
H 3.686 0.602 -1.558 -1.5 -0.4 0.4
H 0.688 1.003 1.100 0.1 -1.2 -2.3